# 1
{"formula": "C8H32HgO8", "method": "the ωB97M-V functional and the def2-TZVPD basis", "total_charge": 2, "multiplicity": 1, "de_lowest_ev": 0.0894, "lumo_ev": -6.6083, "energy_ha": -1078.663446, "homo_ev": -17.0, "elements": ["Hg", "C", "O", "H", "H", "H", "H", "C", "O", "H", "H", "H", "H", "C", "O", "H", "H", "H", "H", "C", "O", "H", "H", "H", "H", "C", "O", "H", "H", "H", "H", "C", "O", "H", "H", "H", "H", "C", "O", "H", "H", "H", "H", "C", "O", "H", "H", "H", "H"], "xyz": [[0.110, -0.013, -0.060], [2.592, 0.759, -2.612], [2.330, 0.597, -1.189], [1.974, 0.055, -3.157], [2.345, 1.773, -2.921], [3.644, 0.583, -2.819], [3.189, 0.641, -0.759], [2.363, 0.285, 2.669], [2.021, -0.468, 1.495], [1.493, 0.360, 3.316], [3.155, -0.224, 3.216], [2.694, 1.287, 2.399], [2.813, -0.927, 1.200], [-0.803, 2.390, -2.402], [-0.369, 1.026, -2.259], [-0.388, 2.827, -3.311], [-1.890, 2.462, -2.455], [-0.446, 2.954, -1.547], [-0.611, 0.548, -3.058], [-3.304, 0.836, 0.782], [-2.028, 1.347, 0.349], [-4.120, 1.209, 0.161], [-3.320, -0.247, 0.678], [-3.509, 1.087, 1.825], [-2.176, 2.276, 0.148], [-0.645, -1.978, 2.678], [-0.919, -0.744, 1.992], [-1.152, -2.805, 2.179], [0.422, -2.198, 2.621], [-0.928, -1.931, 3.725], [-1.551, -0.238, 2.510], [-2.189, -2.600, -1.080], [-1.706, -1.252, -1.184], [-1.510, -3.207, -0.489], [-3.162, -2.640, -0.587], [-2.272, -3.055, -2.067], [-2.410, -0.719, -1.566], [1.171, -2.902, -1.600], [0.918, -2.321, -0.312], [1.382, -2.111, -2.317], [2.028, -3.573, -1.566], [0.309, -3.447, -1.990], [1.047, -3.006, 0.352], [0.409, 2.934, 1.837], [0.769, 2.236, 0.628], [1.264, 3.062, 2.500], [-0.008, 3.910, 1.595], [-0.328, 2.332, 2.362], [1.303, 2.830, 0.091]], "nbo_charge": [1.6981, -0.2483, -0.7841, 0.1792, 0.1861, 0.2044, 0.4970, -0.2591, -0.7789, 0.1912, 0.2068, 0.1797, 0.4991, -0.2593, -0.7836, 0.2069, 0.1877, 0.1848, 0.5029, -0.2760, -0.7779, 0.2046, 0.1921, 0.1890, 0.4984, -0.2616, -0.7948, 0.1861, 0.1893, 0.2142, 0.5076, -0.2627, -0.7820, 0.1920, 0.1948, 0.1990, 0.4987, -0.2586, -0.7890, 0.1862, 0.2077, 0.1877, 0.5052, -0.2581, -0.7906, 0.1954, 0.1984, 0.1895, 0.5051]}

***

# 2
{"formula": "C8H32O8", "method": "the ωB97M-V functional and the def2-TZVPD basis", "multiplicity": 1, "de_lowest_ev": 3.1958, "lumo_ev": 0.6381, "energy_ha": -925.774341, "homo_ev": -9.9, "smiles": "CO.CO.CO.CO.CO.CO.CO.CO", "elements": ["C", "O", "H", "H", "H", "H", "C", "O", "H", "H", "H", "H", "C", "O", "H", "H", "H", "H", "C", "O", "H", "H", "H", "H", "C", "O", "H", "H", "H", "H", "C", "O", "H", "H", "H", "H", "C", "O", "H", "H", "H", "H", "C", "O", "H", "H", "H", "H"], "xyz": [[1.788, -3.584, -2.442], [1.659, -3.900, -1.066], [0.977, -2.950, -2.760], [2.748, -3.077, -2.709], [1.789, -4.531, -3.016], [1.279, -3.147, -0.637], [-3.772, 0.960, 2.255], [-3.157, -0.170, 1.687], [-3.704, 0.940, 3.354], [-3.324, 1.913, 1.883], [-4.854, 1.023, 1.959], [-2.315, 0.064, 1.231], [1.552, 0.589, -2.065], [0.598, -0.362, -1.558], [1.868, 1.216, -1.224], [2.329, -0.028, -2.577], [1.162, 1.245, -2.855], [1.017, -0.795, -0.802], [0.151, 2.943, 1.656], [-1.120, 3.462, 1.317], [0.565, 3.370, 2.581], [0.097, 1.881, 1.905], [0.833, 3.245, 0.823], [-1.581, 2.732, 0.895], [-2.763, 1.083, -1.134], [-1.482, 1.105, -0.494], [-3.343, 1.904, -0.673], [-2.696, 1.229, -2.281], [-3.288, 0.173, -0.981], [-0.896, 0.358, -0.807], [2.853, -4.328, 1.839], [3.525, -3.399, 1.007], [2.839, -3.951, 2.876], [1.842, -4.369, 1.528], [3.157, -5.307, 1.701], [3.221, -3.697, 0.151], [0.524, -1.418, 1.716], [1.438, -1.707, 0.622], [0.186, -0.374, 1.602], [-0.339, -2.109, 1.787], [1.008, -1.464, 2.686], [2.258, -2.135, 1.031], [-0.874, 4.550, -1.772], [0.078, 3.516, -1.472], [-1.778, 4.433, -1.122], [-0.459, 5.546, -1.564], [-1.188, 4.612, -2.793], [-0.405, 2.714, -1.285]], "nbo_charge": [-0.2555, -0.7617, 0.1847, 0.1588, 0.1811, 0.4933, -0.2479, -0.7497, 0.1711, 0.1641, 0.1696, 0.4844, -0.2638, -0.7867, 0.1870, 0.1719, 0.1977, 0.5038, -0.2607, -0.7361, 0.1719, 0.1545, 0.1921, 0.4747, -0.2602, -0.8158, 0.1835, 0.1716, 0.1874, 0.5198, -0.2598, -0.7373, 0.1807, 0.1664, 0.1794, 0.4954, -0.2665, -0.8147, 0.1805, 0.1884, 0.1842, 0.5249, -0.2504, -0.7473, 0.1705, 0.1794, 0.1577, 0.4837]}

***

# 3
{"formula": "C8H32O8", "method": "the ωB97M-V functional and the def2-TZVPD basis", "multiplicity": 1, "de_lowest_ev": 0.5220, "lumo_ev": 0.2915, "energy_ha": -925.872599, "homo_ev": -9.8, "smiles": "CCO.CCO.CCO.CCO.O.O.O.O", "elements": ["C", "C", "O", "H", "H", "H", "H", "H", "H", "C", "C", "O", "H", "H", "H", "H", "H", "H", "C", "C", "O", "H", "H", "H", "H", "H", "H", "C", "C", "O", "H", "H", "H", "H", "H", "H", "O", "H", "H", "O", "H", "H", "O", "H", "H", "O", "H", "H"], "xyz": [[5.494, 1.306, 2.544], [4.339, 0.968, 1.636], [3.110, 1.069, 2.337], [5.641, 2.358, 2.767], [6.410, 0.859, 2.144], [5.418, 0.766, 3.495], [4.452, -0.017, 1.180], [4.345, 1.699, 0.815], [2.408, 0.576, 1.905], [-2.762, 2.512, -3.121], [-2.459, 1.773, -1.828], [-1.068, 1.733, -1.645], [-2.329, 1.963, -3.964], [-2.233, 3.464, -3.082], [-3.830, 2.550, -3.323], [-2.918, 0.775, -1.868], [-2.960, 2.272, -0.988], [-0.870, 1.289, -0.785], [-3.930, -2.212, -0.707], [-3.269, -3.616, -0.777], [-3.204, -4.143, -2.100], [-3.323, -1.587, -0.055], [-4.946, -2.335, -0.333], [-3.990, -1.766, -1.698], [-3.834, -4.359, -0.206], [-2.270, -3.513, -0.360], [-4.083, -4.401, -2.383], [3.500, -0.615, -1.809], [2.270, 0.252, -2.087], [1.152, -0.422, -1.584], [4.389, -0.249, -2.320], [3.363, -1.599, -2.266], [3.513, -0.689, -0.725], [2.220, 0.507, -3.155], [2.447, 1.236, -1.629], [0.343, 0.090, -1.743], [-2.728, 1.346, 3.937], [-2.869, 1.750, 3.069], [-3.324, 1.818, 4.532], [-0.164, -2.219, 0.530], [0.351, -1.870, -0.215], [0.437, -2.796, 1.014], [-0.698, 0.511, 0.749], [-0.866, -0.449, 0.735], [-0.410, 0.712, 1.652], [0.051, 0.886, 3.537], [-0.821, 1.212, 3.836], [0.506, 0.606, 4.337]], "nbo_charge": [-0.6307, -0.0607, -0.7344, 0.2128, 0.2112, 0.2115, 0.1574, 0.1542, 0.4785, -0.6248, -0.0506, -0.7765, 0.2052, 0.2126, 0.2082, 0.1484, 0.1467, 0.5073, -0.6477, -0.0679, -0.7244, 0.2123, 0.2013, 0.2175, 0.1522, 0.1940, 0.4604, -0.6267, -0.0522, -0.7643, 0.2154, 0.2079, 0.2016, 0.1570, 0.1559, 0.5005, -0.9537, 0.4851, 0.4833, -0.9786, 0.5053, 0.4825, -1.0060, 0.5044, 0.5111, -0.9872, 0.4995, 0.4850]}

***

# 4
{"formula": "C8H32O8", "method": "the ωB97M-V functional and the def2-TZVPD basis", "multiplicity": 1, "de_lowest_ev": 1.8211, "lumo_ev": 0.0740, "energy_ha": -925.824860, "homo_ev": -10.0, "smiles": "CC(C)O.CC(C)O.CO.CO.O.O.O.O", "elements": ["C", "C", "C", "O", "H", "H", "H", "H", "H", "H", "H", "H", "C", "C", "C", "O", "H", "H", "H", "H", "H", "H", "H", "H", "C", "O", "H", "H", "H", "H", "C", "O", "H", "H", "H", "H", "O", "H", "H", "O", "H", "H", "O", "H", "H", "O", "H", "H"], "xyz": [[-1.179, 2.868, 3.636], [-0.504, 4.203, 3.509], [-0.151, 4.892, 4.784], [0.633, 4.066, 2.733], [-2.089, 2.878, 4.237], [-0.518, 2.140, 4.106], [-1.492, 2.450, 2.679], [-1.169, 4.881, 2.974], [-1.111, 5.256, 5.150], [0.499, 5.751, 4.616], [0.384, 4.270, 5.503], [1.362, 3.757, 3.275], [-1.663, -0.193, -4.714], [-0.405, -0.933, -5.268], [-0.731, -1.677, -6.515], [0.658, -0.049, -5.581], [-1.366, 0.514, -3.939], [-2.375, -0.889, -4.270], [-2.329, 0.274, -5.441], [-0.042, -1.597, -4.483], [0.153, -2.268, -6.753], [-0.905, -0.871, -7.229], [-1.533, -2.414, -6.555], [0.973, 0.341, -4.762], [1.108, -5.262, 4.016], [1.037, -5.006, 2.668], [1.605, -6.200, 4.264], [1.615, -4.435, 4.513], [0.150, -5.189, 4.531], [0.699, -4.115, 2.553], [-3.502, -2.356, 2.761], [-3.224, -1.929, 1.450], [-2.554, -2.677, 3.191], [-3.831, -1.574, 3.446], [-4.154, -3.230, 2.755], [-4.107, -1.811, 1.093], [5.653, 1.344, -2.087], [4.965, 1.889, -2.470], [5.197, 0.556, -1.792], [3.556, -2.679, -2.522], [3.553, -3.568, -2.167], [2.812, -2.249, -2.100], [1.096, 3.650, -1.716], [0.554, 4.250, -2.228], [1.012, 3.961, -0.815], [0.841, -0.585, -0.447], [0.841, 0.372, -0.487], [-0.022, -0.811, -0.100]], "nbo_charge": [-0.6259, 0.0894, -0.6318, -0.7207, 0.2080, 0.2002, 0.2170, 0.1648, 0.2149, 0.2203, 0.2006, 0.4631, -0.6382, 0.0997, -0.6325, -0.7203, 0.2029, 0.2071, 0.2078, 0.1553, 0.2175, 0.2148, 0.2163, 0.4692, -0.2398, -0.7104, 0.1850, 0.1505, 0.1491, 0.4656, -0.2555, -0.7107, 0.1729, 0.1636, 0.1680, 0.4621, -0.9386, 0.4673, 0.4711, -0.9424, 0.4680, 0.4744, -0.9449, 0.4701, 0.4752, -0.9498, 0.4756, 0.4741]}

***

# 5
{"formula": "C8H32O8", "method": "the ωB97M-V functional and the def2-TZVPD basis", "multiplicity": 1, "de_lowest_ev": 11.5868, "lumo_ev": 0.2372, "energy_ha": -925.465976, "homo_ev": -9.6, "smiles": "CO.CO.CO.CO.CO.CO.CO.CO", "elements": ["C", "O", "H", "H", "H", "H", "C", "O", "H", "H", "H", "H", "C", "O", "H", "H", "H", "H", "C", "O", "H", "H", "H", "H", "C", "O", "H", "H", "H", "H", "C", "O", "H", "H", "H", "H", "C", "O", "H", "H", "H", "H", "C", "O", "H", "H", "H", "H"], "xyz": [[-4.962, -54.802, -36.958], [-3.719, -55.506, -36.793], [-5.189, -54.216, -36.083], [-5.774, -55.633, -37.289], [-4.708, -54.222, -37.787], [-3.555, -55.551, -35.840], [-2.416, -50.031, -37.838], [-3.166, -51.113, -37.206], [-2.646, -50.391, -38.899], [-1.483, -50.342, -37.940], [-2.694, -49.018, -37.573], [-3.916, -51.475, -37.668], [-3.806, -47.148, -40.877], [-4.944, -47.089, -41.605], [-3.599, -47.918, -40.140], [-3.631, -46.251, -40.152], [-2.778, -47.151, -41.494], [-5.658, -47.480, -41.018], [-4.873, -46.812, -37.734], [-5.852, -46.800, -38.635], [-5.091, -46.038, -36.940], [-4.102, -46.149, -38.030], [-4.729, -47.938, -37.494], [-6.389, -46.267, -38.477], [-0.308, -53.007, -36.705], [0.423, -54.120, -37.375], [-0.501, -52.100, -37.379], [0.239, -52.510, -35.981], [-1.408, -53.162, -36.501], [-0.301, -54.636, -37.855], [1.487, -48.062, -38.414], [0.355, -47.414, -37.948], [2.071, -48.170, -37.449], [2.033, -47.364, -38.992], [1.464, -49.077, -38.993], [-0.208, -47.753, -37.368], [-7.774, -51.935, -37.677], [-6.771, -51.069, -38.077], [-7.604, -51.959, -36.750], [-7.587, -52.888, -38.222], [-8.779, -51.573, -37.860], [-6.458, -51.355, -38.950], [-2.389, -51.621, -41.581], [-2.812, -50.295, -41.486], [-1.230, -51.549, -41.713], [-2.757, -52.407, -42.491], [-2.705, -52.269, -40.779], [-2.505, -50.037, -40.750]], "nbo_charge": [-0.2495, -0.7330, 0.1802, 0.1657, 0.1717, 0.4657, -0.2518, -0.7643, 0.1563, 0.1844, 0.1918, 0.4805, -0.2360, -0.7075, 0.1520, 0.1319, 0.1696, 0.4832, -0.2726, -0.6883, 0.1651, 0.1733, 0.1942, 0.4339, -0.2725, -0.7247, 0.1422, 0.1855, 0.1963, 0.4715, -0.2432, -0.7328, 0.1619, 0.1855, 0.1622, 0.4687, -0.2135, -0.7233, 0.1657, 0.1528, 0.1576, 0.4627, -0.2701, -0.6902, 0.1696, 0.1854, 0.1605, 0.4456]}